A structure of composition C42H46Br4N6O6P2PbSTe, computed with wB97M-V/def2-TZVPD.

LUMO level   0.136 hartree
Relative energy (zero: lowest compared OMol25 entry of this formula, charge and spin)   0.0 kJ/mol
Kohn-Sham gap   5.62 eV
Energy   -14246.114688 Eh
Molecular weight   1479.3 g/mol
HOMO level   -0.0702 Eh
Maximum force   0.9 eV/Å

```
! RIJCOSX wB97M-V def2-TZVPD def2/J DEFGRID3
* xyz -2 1
Pb -0.28343 -1.05527 -1.05478
C 1.01792 1.51959 -5.11845
C 0.52843 0.45298 -4.17797
N -0.09701 0.70461 -3.08036
N -0.36646 1.99029 -2.78922
C -1.14840 2.14266 -1.70747
O -1.69321 1.26358 -1.00506
C -1.49448 3.58847 -1.43068
C -2.39278 3.87227 -0.40763
C -2.77574 5.17993 -0.13564
C -2.27412 6.22209 -0.90353
C -1.38357 5.94511 -1.93385
C -0.98744 4.63986 -2.19009
C 0.75213 -0.96725 -4.49632
C 1.43375 -1.36500 -5.65080
C 1.55653 -2.71537 -5.93448
C 1.00438 -3.64489 -5.06691
C 0.38959 -3.16929 -3.91497
N 0.27222 -1.87778 -3.63661
H 0.65829 2.47858 -4.75785
H 2.11291 1.54302 -5.14174
H 0.65520 1.35119 -6.13614
H -2.79257 3.04413 0.16142
H -3.47147 5.37987 0.67173
H -2.57501 7.24399 -0.70029
H -0.99464 6.75474 -2.54137
H -0.28535 4.41202 -2.98024
H 1.88090 -0.62420 -6.30149
H 2.08471 -3.04210 -6.82283
H 1.05120 -4.70682 -5.26447
H -0.02592 -3.85749 -3.18508
Br -1.27328 -8.46114 -0.76685
C -1.58896 -6.59921 -0.98229
C -2.82874 -6.13863 -1.38347
Br -4.27359 -7.34716 -1.63845
C -3.01063 -4.75208 -1.58344
Br -4.70815 -4.06939 -2.10559
C -1.99788 -3.79828 -1.39843
O -2.18180 -2.52591 -1.58417
C -0.69986 -4.28580 -0.94348
O 0.25847 -3.45365 -0.72058
C -0.55195 -5.67192 -0.77544
Br 1.16908 -6.24003 -0.19779
N 3.38323 -1.37948 2.33162
C 2.97408 -1.38954 3.66267
C 3.91298 -1.44229 4.68214
C 3.51594 -1.46912 6.01601
C 2.17280 -1.43507 6.34026
C 1.22551 -1.38760 5.31892
C 1.61774 -1.36828 3.99368
S 0.39661 -1.33504 2.71125
N 1.27073 -1.45647 1.29907
C 2.53216 -1.45366 1.24094
C 3.21891 -1.63184 -0.07380
C 4.42060 -2.33595 -0.10938
C 5.09886 -2.45219 -1.30658
C 4.56038 -1.85583 -2.43137
C 3.29846 -1.29526 -2.32226
N 2.61429 -1.21532 -1.18668
H 4.32762 -1.09935 2.13384
H 4.96750 -1.45456 4.42767
H 4.26685 -1.52452 6.79464
H 1.85429 -1.44653 7.37581
H 0.16563 -1.36017 5.55340
H 4.79977 -2.80245 0.79084
H 6.03780 -2.99099 -1.35828
H 5.08133 -1.86034 -3.37947
H 2.81708 -0.87855 -3.19531
C 0.17900 3.82416 3.05267
C 0.79480 2.43990 2.93536
O 2.10888 2.48584 2.36777
P 2.24426 2.20825 0.76116
O 1.14891 1.31238 0.29735
Te 4.55566 1.79581 0.49144
O 1.90361 3.69010 0.16394
C 2.74550 4.78749 0.52930
C 2.04226 6.08208 0.18308
H -0.76565 3.75408 3.60125
H -0.02343 4.23183 2.06014
H 0.84535 4.50263 3.59226
H 0.16230 1.81217 2.31315
H 0.88963 1.97515 3.91902
H 3.69743 4.71433 -0.00046
H 2.96238 4.74902 1.60069
H 1.82323 6.11871 -0.88404
H 2.67710 6.93177 0.45145
H 1.09511 6.16009 0.72253
C -3.86197 1.13244 3.34993
C -2.65467 0.89777 2.44084
P -2.75685 -0.46570 1.18126
C -4.42450 -0.06219 0.43864
C -4.51236 -0.29372 -1.07529
C -3.22989 -1.82315 2.37404
C -3.01922 -3.21516 1.77318
H -3.67816 1.98942 4.00561
H -4.05122 0.26263 3.98409
H -4.77326 1.33832 2.78390
H -1.78660 0.67252 3.06166
H -2.41305 1.80680 1.88425
H -4.63282 0.98839 0.65546
H -5.17582 -0.67017 0.94887
H -3.88920 0.43014 -1.60344
H -5.54606 -0.19854 -1.42282
H -4.13846 -1.28106 -1.34211
H -4.26827 -1.70790 2.69936
H -2.58745 -1.70645 3.25113
H -3.67763 -3.37960 0.91671
H -3.22021 -3.99660 2.51125
H -1.98909 -3.33391 1.42893
*
```

A structure of composition C42H46GaO8 in a non-equilibrium geometry, computed with wB97M-V/def2-TZVPD.

LUMO level   -0.011 hartree
Kohn-Sham gap   4.15 eV
Energy   -4154.548025 Eh
Molecular weight   748.5 g/mol
HOMO level   -0.1641 Eh
Maximum force   8.3 eV/Å

```
! RIJCOSX wB97M-V def2-TZVPD def2/J DEFGRID3
* xyz -1 1
C -1.67032 0.04276 0.11772
C -0.43983 -0.31850 -0.94011
O -0.16429 0.75299 -1.91367
C -1.10640 0.69255 -3.06371
C -0.27519 0.82515 -4.49923
C 0.59802 2.23912 -4.57503
C -0.05205 3.32324 -5.66782
C 1.09128 3.97363 -6.64861
Ga 1.19353 6.03886 -6.61545
O 2.66463 6.55915 -7.76243
C -0.48728 7.00380 -7.35688
C -0.07450 8.47291 -8.01168
C 0.51643 9.54166 -6.89630
C 1.51482 10.69297 -7.58100
C 2.51382 11.40786 -6.46089
O 3.61996 12.12296 -7.11432
C 4.77196 11.25403 -7.39081
C 5.87038 11.80808 -8.51119
O 5.05935 10.08879 -6.80726
H -2.24898 1.02508 -0.15570
H -2.44878 -0.85366 0.03622
H -1.20210 0.08741 1.20604
H 0.53511 -0.44221 -0.27111
H -0.61356 -1.38276 -1.43750
H -1.76603 -0.27300 -3.00218
H -1.85159 1.61028 -2.91635
H 0.50309 -0.07771 -4.54993
H -1.01131 0.68136 -5.39968
H 0.57876 2.78227 -3.53671
H 1.71144 1.94050 -4.84834
H -0.74354 4.09931 -5.12995
H -0.75611 2.66595 -6.36667
H 2.14059 3.55849 -6.26270
H 0.91453 3.58904 -7.74423
H 1.47488 6.66912 -5.15665
H 3.15884 5.68789 -7.88044
H -1.33478 7.16262 -6.53203
H -0.97801 6.37297 -8.24070
H -1.01464 8.97439 -8.54595
H 0.74273 8.26374 -8.84903
H 1.10683 8.94968 -6.07743
H -0.38475 10.07621 -6.32657
H 2.11899 10.24752 -8.48018
H 0.83653 11.58103 -8.00141
H 1.83856 12.24809 -5.94769
H 2.83198 10.68826 -5.59050
H 6.18069 12.89124 -8.12473
H 6.83752 11.11242 -8.43902
H 5.45168 11.82331 -9.60429
C -2.65108 -3.94420 7.44884
C -1.87171 -3.84854 8.60142
C -0.65604 -3.16351 8.56748
C -0.21204 -2.58223 7.37356
C -0.97959 -2.69902 6.21539
C -2.20780 -3.37175 6.25573
C -0.49769 -2.13266 4.93903
O -1.17299 -2.23173 3.92198
C 0.81283 -1.45340 4.90426
C 1.30816 -0.96271 3.68906
C 2.54066 -0.30718 3.64967
C 3.27572 -0.13189 4.82178
C 2.78730 -0.62462 6.03278
C 1.55771 -1.29536 6.07199
C 1.06656 -1.84423 7.35139
O 1.71414 -1.69467 8.38118
H -3.60286 -4.47014 7.47745
H -2.21125 -4.30564 9.52822
H -0.05537 -3.08842 9.47244
H -2.81888 -3.45518 5.35870
H 0.73904 -1.09260 2.76991
H 2.92582 0.06843 2.70413
H 4.23244 0.38508 4.79262
H 3.36902 -0.48833 6.94295
C -3.87285 -12.96190 5.45020
C -4.76908 -12.18515 6.18399
C -4.57246 -10.80758 6.29309
C -3.46880 -10.20596 5.67628
C -2.55940 -10.98618 4.96326
C -2.76813 -12.36602 4.84010
C -1.36506 -10.36977 4.35034
O -0.56760 -11.05387 3.72083
C -1.14130 -8.91956 4.51438
C 0.01651 -8.33206 3.98792
C 0.22941 -6.95887 4.12701
C -0.71497 -6.16900 4.78208
C -1.86655 -6.75250 5.31240
C -2.07505 -8.13237 5.18658
C -3.27866 -8.74562 5.78206
O -4.10689 -8.05286 6.36199
H -4.03107 -14.03413 5.35744
H -5.62312 -12.65152 6.67009
H -5.27911 -10.20675 6.86322
H -2.06976 -12.97948 4.27355
H 0.75728 -8.94113 3.47227
H 1.13163 -6.50560 3.72203
H -0.55289 -5.09816 4.88425
H -2.59704 -6.13028 5.82680
*
```